(1)
Here is a structure of composition C3H7N2O2 from the Open Molecules 2025 dataset. Energies are from wB97M-V/def2-TZVPD.

```
14
Properties=species:S:1:pos:R:3:forces:R:3
C 0.1982 1.3904 -0.4095 1.8714 -1.4077 1.7445
C -0.3022 -0.0644 1.3106 -1.0391 1.4129 2.3922
C -0.2589 -0.9799 -1.1169 4.1894 -0.9144 0.6810
N -0.0461 0.0802 -0.0855 -0.7239 1.3030 -0.3050
N 0.4754 2.1293 0.6312 -1.3812 1.3257 -1.0882
O 0.0322 1.6634 1.7930 -0.4195 -2.5934 0.0331
O 0.6205 -0.8303 1.8285 0.7599 -0.4144 -0.6070
H 0.5956 1.7739 -1.3084 -0.2777 -0.1522 -1.4480
H -1.3866 -0.1058 1.7584 2.0962 -0.0538 -1.1114
H 0.6259 -1.0119 -1.7999 -0.6980 0.6180 0.4140
H -0.2897 -2.0533 -0.8742 -0.2586 0.7459 1.2646
H -1.0858 -0.7175 -1.6000 -3.4290 0.7610 -2.3088
H 0.5744 3.1630 0.5608 0.1520 -1.0311 0.1821
H 0.5979 -1.2304 2.7075 -0.8419 0.4004 0.1567
```
Forces are in eV/Å.

- net charge = +1
- HOMO-LUMO gap (eV) = 10.0
- molecular weight (g/mol) = 103.10
- energy relative to the best compared isomer or geometry (same formula, charge and spin) (kJ/mol) = 329.5
- HOMO (eV) = -14.05



(2)
Here is a cluster of 2 separate species, C6H12P in total from the Open Molecules 2025 dataset. Energies are from wB97M-V/def2-TZVPD.

```
19
Properties=species:S:1:pos:R:3:forces:R:3
C -1.8882 0.2850 1.5619 -2.6848 0.8854 -1.5595
C -2.9455 0.7884 1.1720 1.1766 -0.5068 0.1288
C -3.9668 1.5483 0.7619 3.7398 -0.2802 -0.2680
C 2.0615 0.3276 0.6782 1.9483 1.5592 2.4170
C 1.7084 -2.0982 -0.6597 0.4907 -2.3909 1.7745
C 0.3438 0.2773 -1.5998 -0.8225 -0.4046 0.5128
P 0.7876 -0.6973 -0.0696 0.5644 1.1836 -0.6084
H -0.9908 0.0736 1.9436 2.6607 -0.8447 1.5677
H -4.8771 1.3499 1.0977 -4.1144 -0.5632 0.9221
H -3.6428 2.3992 0.2386 -0.3225 1.1810 -0.7867
H 2.5045 -0.0125 1.7148 -0.9555 0.0474 -2.1099
H 1.7191 1.3750 0.9603 0.1506 -1.1809 -0.7389
H 2.9612 0.4293 -0.0319 -1.3819 -0.1965 0.8619
H 1.0380 -2.5042 -1.3772 -0.2376 -0.5941 -1.1235
H 1.7308 -2.9578 0.1473 0.3707 1.8234 -1.3947
H 2.7268 -1.8900 -1.0868 -1.0423 -0.0516 0.5000
H -0.7846 0.4632 -1.4381 1.8378 0.0674 -0.8568
H 0.5497 -0.3848 -2.5284 -0.3554 1.4733 1.4871
H 0.9642 1.2281 -1.4849 -1.0225 -1.2072 -0.7255
```
Forces are in eV/Å.

- net charge = +1
- HOMO-LUMO gap (alpha / beta) (eV) = 4.6 / 8.3
- molecular weight (g/mol) = 115.14
- energy relative to the best compared isomer or geometry (same formula, charge and spin) (kJ/mol) = 549.0
- HOMO (alpha / beta) (eV) = -12.05 / -13.74



(3)
Here is the molecule C22H18N2OS from the Open Molecules 2025 dataset. Energies are from wB97M-V/def2-TZVPD.

```
44
Properties=species:S:1:pos:R:3:forces:R:3
O 3.2794 2.9833 2.2485 -0.5707 -0.7006 -1.1506
C 2.7528 2.1543 1.4957 1.3935 1.4710 2.3001
C 3.5853 0.9330 1.1881 -0.2265 -0.6390 1.1148
C 2.7232 -0.3197 1.3070 0.3507 0.3434 -0.2636
C 3.4988 -1.6104 1.0440 -0.2852 -0.7112 -0.3666
C 3.5985 -2.5847 2.0642 0.1390 0.2857 -0.5028
C 4.2471 -3.7975 1.8353 0.1030 0.5976 -0.0937
C 4.8658 -4.0373 0.6191 -0.2590 -0.2771 -1.2481
C 4.7124 -3.1547 -0.4547 -0.6087 1.5547 0.9157
C 4.0422 -1.9097 -0.2253 0.3048 -1.3739 0.6898
S 1.3486 -0.0973 0.0824 -0.6997 -1.2981 -0.4456
C 0.7059 1.4776 0.5229 0.0265 1.6707 0.6931
N -0.6427 1.8259 0.2245 2.0416 -0.5818 0.2918
C -1.3115 2.9245 0.8423 -0.9150 1.0089 0.4955
C -1.2430 3.1069 2.2557 -0.0377 0.2453 -2.0457
C -1.9193 4.1735 2.8164 0.4198 0.1680 0.7916
C -2.6865 5.0352 2.0725 -1.1416 0.3648 -1.3620
C -2.8484 4.8236 0.6780 0.3249 -0.3954 0.3721
C -2.1638 3.7602 0.0374 0.1780 0.2047 1.2114
C -1.4528 0.9544 -0.5344 -0.0938 -1.1837 -0.7532
C -1.1075 0.5977 -1.8592 0.5343 0.6061 -0.0225
C -1.8793 -0.3126 -2.5594 -1.0557 -0.4428 0.4247
C -3.0166 -0.9042 -1.9425 0.9327 0.1108 -0.6696
C -3.3105 -0.5818 -0.6297 -0.1524 0.1107 -0.0168
C -2.5585 0.3570 0.0732 0.1755 -0.2769 -0.7272
N 1.4452 2.3498 1.1490 -1.5757 -0.4460 -0.7888
H 4.3845 0.8801 1.9486 -0.3622 0.2323 -0.3132
H 4.0637 1.0006 0.2385 0.2182 -0.0071 -0.9524
H 2.2847 -0.3642 2.3154 0.0207 -0.0181 -0.3494
H 3.1973 -2.3856 3.0543 -0.1616 0.0117 -0.1898
H 4.2631 -4.5608 2.5944 0.1245 0.0002 0.2660
H 5.3917 -4.9687 0.4063 -0.1673 0.1277 0.3442
H 5.0937 -3.3965 -1.4476 -0.0203 0.1240 0.3515
H 3.9189 -1.2115 -1.0326 -0.0277 0.1933 -0.2558
H -0.6170 2.4672 2.8508 0.1122 -0.1203 0.0491
H -1.7977 4.3943 3.8754 -0.0842 -0.2814 -0.1082
H -3.2653 5.8351 2.5706 0.5633 -0.4486 -0.3930
H -3.5208 5.4945 0.1095 0.5565 -0.5760 0.3078
H -2.3373 3.5946 -1.0442 0.4282 -0.0522 0.8466
H -0.2242 1.0392 -2.3911 -0.8763 -0.2895 0.8690
H -1.6090 -0.5462 -3.5864 -0.1259 -0.0623 0.1962
H -3.6375 -1.6397 -2.4710 0.3887 0.4051 0.1621
H -4.1432 -1.0814 -0.1459 0.0365 0.1500 0.0349
H -2.8265 0.5859 1.0876 0.0741 0.1951 0.2906
```
Forces are in eV/Å.

- HOMO-LUMO gap (eV) = 8.4
- molecular weight (g/mol) = 358.47
- energy relative to the best compared isomer or geometry (same formula, charge and spin) (kJ/mol) = 56.4
- HOMO (eV) = -8.31
- SMILES string = O=C1C[C@H](c2ccccc2)SC(N(c2ccccc2)c2ccccc2)=N1



(4)
Here is a cluster of 2 separate species, C4H13N2O in total from the Open Molecules 2025 dataset. Energies are from wB97M-V/def2-TZVPD.

```
20
Properties=species:S:1:pos:R:3:forces:R:3
C 2.3689 -0.4062 -1.2647 -0.5708 -0.4612 -0.6884
C 0.9490 -1.0231 -1.3705 -0.9290 1.6935 0.1059
C -0.0983 0.1256 -1.4688 0.9239 0.5481 1.0369
N -0.0036 1.0467 -0.2788 0.2992 -0.7956 -0.2338
C -0.6687 0.8138 0.8102 -0.7491 -0.4818 0.3780
N -0.5146 1.4201 1.9646 0.7282 0.5132 0.5226
H 2.3693 0.6371 -0.9626 0.0129 0.0337 0.2849
H 2.6890 -0.3983 -2.3078 0.5596 0.0820 0.2082
H 3.0915 -0.9448 -0.6613 -0.0826 -0.1591 0.0026
H 0.5157 -1.6322 -0.5808 0.8478 -0.4739 0.2386
H 0.8936 -1.5344 -2.3224 -0.1922 -0.5238 0.0426
H -1.1217 -0.2234 -1.3891 -0.1022 -0.1411 -0.8049
H 0.1360 0.7887 -2.2982 -0.5470 -0.2325 -0.3503
H 0.7606 1.7004 -0.2869 0.0596 0.3023 0.1474
H -1.4234 0.0293 0.8043 -0.1298 0.2078 -0.2150
H -1.1338 1.3584 2.7643 -0.1784 -0.6052 -0.5357
H 0.3441 1.8999 2.1723 0.0822 0.4438 -0.1541
H -3.6531 -0.9380 1.8451 -0.0112 0.2561 -0.2465
H -2.7776 -1.7041 2.7424 0.3922 -0.5684 0.5765
O -2.7230 -1.0156 2.0884 -0.4133 0.3620 -0.3155
```
Forces are in eV/Å.

- net charge = +1
- HOMO-LUMO gap (eV) = 11.8
- molecular weight (g/mol) = 105.16
- energy relative to the best compared isomer or geometry (same formula, charge and spin) (kJ/mol) = 108.0
- HOMO (eV) = -14.77



(5)
Here is a structure of composition C10H28IrN4OS from the Open Molecules 2025 dataset. Energies are from wB97M-V/def2-TZVPD.

```
45
Properties=species:S:1:pos:R:3:forces:R:3
Ir -0.0957 -0.3491 0.3845 -0.1857 -0.0810 -0.2397
N -0.8807 -1.9074 -0.7886 0.5042 -0.1501 -0.3290
C -1.5064 -2.9817 0.0491 -0.0338 0.1378 0.0336
C -2.1329 -2.2557 1.2208 -0.0489 -0.3099 0.1029
N -1.0626 -1.4175 1.8853 -0.5277 -0.2906 0.5066
C -0.1276 -2.3320 2.6506 0.1816 -0.0383 0.1032
C 1.1856 -1.6087 2.7692 -0.1345 0.0456 -0.2949
N 1.4890 -1.2383 1.3388 0.1657 0.3464 -0.1570
C -1.6768 -0.4726 2.9064 -0.1694 0.0165 0.1768
C -1.9490 0.8598 2.2715 0.3094 0.0275 -0.2148
N -0.6305 1.2633 1.6370 0.4168 0.2854 0.1088
H -1.6276 -1.4504 -1.3266 0.0678 -0.0100 -0.0673
H -0.2427 -2.2813 -1.5005 -0.0856 -0.1623 0.0886
H -0.7207 -3.6757 0.3380 -0.0625 -0.0661 -0.0118
H -2.2346 -3.5457 -0.5359 -0.0773 0.0730 0.0054
H -2.5495 -2.9554 1.9498 0.0284 0.0054 0.0270
H -2.9489 -1.5990 0.9089 0.0397 0.0392 -0.0637
H 0.0087 -3.2590 2.0963 -0.0015 0.0015 0.0243
H -0.5697 -2.6016 3.6111 -0.0274 0.1036 0.0158
H 1.9963 -2.2179 3.1733 -0.0041 -0.0922 -0.0588
H 1.1374 -0.6871 3.3480 0.0122 -0.0237 0.0318
H 1.7533 -2.0812 0.8174 0.0146 0.0014 0.0328
H 2.3057 -0.6198 1.2846 -0.0227 -0.0026 0.0596
H -0.9649 -0.3473 3.7231 0.0082 -0.0157 -0.0196
H -2.5684 -0.9256 3.3451 -0.0368 -0.0225 -0.1207
H -2.2698 1.6134 2.9923 0.0320 -0.0130 0.0516
H -2.6923 0.8201 1.4736 -0.0531 0.0072 0.0230
H 0.0629 1.5369 2.3400 -0.1943 0.0109 0.1222
H -0.7721 2.1036 1.0671 0.0310 0.0083 0.0692
C -0.4924 3.9288 -3.0422 0.0891 -0.1218 -0.0212
C 0.0694 2.5074 -3.1288 0.0517 0.1733 -0.0669
S 1.0995 2.1828 -1.6580 -0.4089 -1.2754 0.2744
O 0.5508 0.6694 -1.1149 0.0551 1.1784 -0.1330
C 2.7507 1.8416 -2.2712 0.1847 0.1703 -0.1417
C 2.9032 0.7060 -3.2731 -0.0814 0.0673 0.0819
H -1.0470 4.1010 -3.9656 -0.0129 0.0277 -0.0066
H 0.2959 4.6796 -2.9913 -0.0049 0.0079 -0.0104
H -1.1748 4.0569 -2.2036 -0.0110 -0.0030 -0.0017
H 0.7299 2.3586 -3.9835 -0.0110 -0.0011 -0.0259
H -0.6947 1.7293 -3.1376 -0.0313 0.0068 0.0537
H 3.3792 1.7459 -1.3837 -0.0275 0.0020 0.0238
H 2.9833 2.8286 -2.7087 0.0367 -0.0348 0.0092
H 2.6291 -0.2526 -2.8356 0.0130 -0.0270 -0.0167
H 3.9595 0.6637 -3.5407 0.0191 -0.0029 -0.0158
H 2.3428 0.8656 -4.1918 -0.0066 0.0010 -0.0087
```
Forces are in eV/Å.

- net charge = +4
- HOMO-LUMO gap (alpha / beta) (eV) = 7.7 / 6.3
- molecular weight (g/mol) = 444.64
- energy relative to the best compared isomer or geometry (same formula, charge and spin) (kJ/mol) = 124.7
- spin multiplicity = 2
- HOMO (alpha / beta) (eV) = -24.16 / -23.99



(6)
Here is a structure of composition C11H22N2O3PdSe from the Open Molecules 2025 dataset. Energies are from wB97M-V/def2-TZVPD.

```
40
Properties=species:S:1:pos:R:3:forces:R:3
Pd -0.9229 0.0019 -2.5510 -0.0214 -0.0013 -0.5160
C -2.1191 -2.2952 -4.2908 -0.0028 -0.0383 0.0405
O -0.9015 -1.7815 -3.6526 -0.0149 0.0676 -0.0539
C 0.2415 -1.7748 -4.5602 -0.0005 -0.0097 -0.0041
C 1.4355 -1.2610 -3.7963 -0.0010 -0.0096 0.0038
O 1.1256 -0.0003 -3.1236 0.0024 0.0016 -0.0268
C 1.4372 1.2633 -3.7898 -0.0016 0.0099 0.0031
C 0.2482 1.7756 -4.5621 -0.0010 0.0107 -0.0036
O -0.9014 1.7791 -3.6627 -0.0151 -0.0700 -0.0531
C -2.1169 2.2850 -4.3111 -0.0029 0.0399 0.0412
H -1.9243 -3.3242 -4.5892 -0.0020 -0.0009 0.0012
H -2.3663 -1.6831 -5.1571 -0.0009 -0.0014 -0.0010
H -2.9060 -2.2720 -3.5423 -0.0013 0.0017 -0.0004
H -0.0120 -1.1659 -5.4309 0.0027 0.0013 -0.0001
H 0.4187 -2.8010 -4.8885 -0.0028 -0.0005 -0.0015
H 2.2875 -1.1159 -4.4603 0.0006 0.0039 0.0021
H 1.7194 -1.9447 -2.9984 -0.0022 -0.0024 -0.0009
H 2.2957 1.1230 -4.4465 -0.0002 -0.0048 0.0013
H 1.7118 1.9453 -2.9873 -0.0010 0.0024 -0.0013
H 0.0022 1.1670 -5.4352 0.0034 -0.0015 -0.0002
H 0.4256 2.8024 -4.8880 -0.0034 0.0006 -0.0016
H -1.9275 3.3164 -4.6044 -0.0017 0.0006 0.0003
H -2.9110 2.2532 -3.5705 -0.0010 -0.0008 -0.0001
H -2.3507 1.6734 -5.1815 -0.0014 0.0008 -0.0005
C 2.9503 -0.0502 5.5878 0.0029 0.0001 0.0012
N 1.6088 -0.0208 6.2156 0.0031 -0.0002 -0.0014
C 1.3581 -0.0117 7.5248 0.0057 0.0000 -0.0036
C -0.0483 0.0176 7.6881 -0.0044 -0.0004 0.0030
N -0.5922 0.0251 6.4714 0.0112 0.0000 -0.0025
C -2.0417 0.0539 6.1672 -0.0030 0.0002 0.0028
C 0.4151 0.0017 5.5377 -0.0233 0.0009 0.0270
Se 0.1978 0.0011 3.7164 0.0808 -0.0004 0.5504
H 3.6937 -0.0627 6.3803 -0.0003 0.0000 0.0002
H 3.0807 0.8483 4.9868 -0.0009 -0.0007 -0.0016
H 3.0439 -0.9574 4.9929 -0.0008 0.0007 -0.0017
H 2.1334 -0.0254 8.2799 0.0000 -0.0001 0.0001
H -0.6296 0.0322 8.6009 -0.0006 0.0001 0.0000
H -2.5841 0.0684 7.1087 0.0000 -0.0001 0.0001
H -2.3061 -0.8460 5.6140 -0.0002 0.0010 -0.0011
H -2.2689 0.9599 5.6077 -0.0002 -0.0011 -0.0012
```
Forces are in eV/Å.

- net charge = +4
- HOMO-LUMO gap (alpha / beta) (eV) = 9.8 / 6.7
- molecular weight (g/mol) = 415.69
- energy relative to the best compared isomer or geometry (same formula, charge and spin) (kJ/mol) = 0.0
- spin multiplicity = 5
- HOMO (alpha / beta) (eV) = -21.88 / -22.36



These records have largest force on an atom values of 4.3, 4.3, 3.1, 1.9, 1.4, 0.6 eV Å⁻¹, in the order they appear.
These records have E_tot values of -10289.3956, -15692.9126, -38968.6616, -9380.4640, -32460.2751, -89665.5145 eV, in the order they appear.